Entry 1:
The following is a quantum chemistry calculation of C31H54ClFN5O11P2S as an isolated structure, from the Open Molecules 2025 dataset.

The HOMO energy comes out at -10.91 eV. As for the charge: +1. As for the frontier orbital gap: 7.7009 eV.

Positions of all 106 atoms, in Å:
C1 -0.22608 3.58375 -0.12875
C2 0.44553 2.43873 -0.94348
C3 0.75665 1.19657 -0.11018
C4 -0.45861 0.24746 0.08987
O1 -0.31544 -0.81937 -0.83370
C5 -1.11958 -1.94036 -0.73798
O2 -2.06772 -1.73429 0.29589
N1 -1.67102 -2.26949 1.54718
O3 -2.33118 -1.80780 2.38066
C6 -0.38192 -3.34899 -0.76211
C7 -1.28129 -4.58066 -0.37374
C8 -0.54983 -5.89677 -0.07864
O4 -0.43824 -6.24762 1.07982
C9 0.79984 -3.48304 0.21547
C10 1.59111 -2.26682 0.75323
O5 1.14760 -1.61131 1.68021
C11 2.99272 -1.92772 0.29187
C12 3.50113 -0.67938 0.59945
C13 4.78365 -0.35673 0.24573
C14 5.61414 -1.24589 -0.40468
C15 5.10572 -2.47937 -0.73324
C16 3.82052 -2.80250 -0.37505
C17 -0.16500 -3.42664 -2.36673
Cl1 1.54127 -2.72190 -2.42161
P1 0.46555 -5.02827 -3.30111
N2 1.78218 -5.57579 -2.30721
O6 -0.57536 -6.28815 -3.24584
N3 -1.19349 -2.59758 -3.12853
C18 -2.15102 -3.35491 -4.04926
C19 -1.73162 -3.81814 -5.43926
F1 -2.67156 -4.47746 -3.44450
P2 -0.39975 -1.44158 -4.30370
O7 0.28984 -0.31356 -3.70014
O8 0.65753 -2.18244 -5.21954
O9 -1.56460 -0.85283 -5.23150
C20 -2.08267 -1.89672 -2.06818
C21 -2.82029 -0.57503 -2.39018
N4 -2.09549 0.68208 -2.54884
C22 -2.98039 1.79237 -2.11194
N5 -3.15868 -2.73589 -1.50154
C23 -4.30994 -2.77702 -1.89071
S1 -5.78184 -2.60572 -2.35636
H1 -0.12570 3.45083 0.95149
H2 0.26746 4.51730 -0.41754
H3 -1.28361 3.71453 -0.38374
H4 1.41448 2.84994 -1.25786
H5 -0.10480 2.24321 -1.86587
H6 1.54768 0.61009 -0.58754
H7 1.12338 1.49313 0.87917
H8 -0.46692 -0.00850 1.15127
H9 -1.34434 0.87775 -0.06052
H10 -2.03848 -4.77698 -1.14955
H11 -1.88272 -4.37949 0.51455
H12 -0.09081 -6.57090 -0.82381
H13 1.54934 -4.23368 -0.05204
H14 0.36071 -3.84108 1.15393
H15 2.92857 0.07230 1.12596
H16 5.16032 0.62276 0.52490
H17 6.62944 -0.94491 -0.63560
H18 5.72821 -3.18950 -1.26826
H19 3.46875 -3.80037 -0.63477
H20 2.62012 -5.40723 -2.85858
H21 1.70845 -6.59362 -2.26876
H22 -1.31003 -6.25832 -2.62116
H23 -3.01965 -2.69940 -4.18232
H24 -2.36742 -4.65508 -5.73997
H25 -0.70747 -4.17891 -5.55476
H26 -1.88341 -3.08093 -6.23249
H27 1.42094 -1.60186 -5.35740
H28 -1.16477 -0.20056 -5.82686
H29 -3.43047 -0.69300 -3.30282
H30 -3.44704 -0.34364 -1.52654
H31 -1.88915 0.92554 -3.50752
H32 -3.14041 1.77686 -1.02971
H33 -3.96261 1.64325 -2.59697
H34 -2.56451 2.74779 -2.43268
C24 0.94064 8.16607 1.18920
C25 1.25152 6.93958 2.03094
O10 2.37391 6.20635 1.57270
C26 3.60958 6.89988 1.56776
C27 4.05464 7.36699 2.94331
H35 0.85200 7.89529 0.13555
H36 0.00589 8.62278 1.51604
H37 1.72543 8.91988 1.26893
H38 0.40414 6.25396 1.98088
H39 1.37326 7.21061 3.08493
H40 3.57533 7.73799 0.86296
H41 4.34518 6.19542 1.17719
H42 3.39252 8.13797 3.34074
H43 5.05976 7.78666 2.89337
H44 4.05264 6.53560 3.64967
C28 -2.25771 0.50550 7.57234
C29 -2.18114 1.86337 6.89462
O11 -1.00843 2.04892 6.12168
C30 -0.82783 1.15518 5.04174
C31 -1.93029 1.22752 3.99750
H45 -1.35249 0.31477 8.15055
H46 -3.11825 0.46412 8.24072
H47 -2.36030 -0.30334 6.84641
H48 -2.16015 2.64075 7.65868
H49 -3.07423 2.04622 6.28654
H50 -0.70477 0.12983 5.40809
H51 0.11933 1.43468 4.57765
H52 -2.88435 0.87534 4.39349
H53 -1.67830 0.60526 3.13779
H54 -2.07339 2.25631 3.66121

***

Entry 2:
The following is a quantum chemistry calculation of C4HGaO2 as an isolated structure, from the Open Molecules 2025 dataset.

The HOMO energy (spin up / spin down) comes out at -21.59 / -20.42 eV. As for the charge: +2. As for the frontier orbital gap (spin up / spin down): 8.5623 / 7.2730 eV.

Positions of all 8 atoms, in Å:
O1 -2.14331 0.14938 0.71284
C1 -1.16132 0.04394 -0.12888
C2 -0.74343 0.08985 -1.42474
H1 -2.95780 -0.24963 0.37327
C3 1.61700 -0.31610 -0.19955
C4 0.24582 0.01193 -0.39987
O2 2.16915 0.83523 0.14115
Ga1 2.97388 -0.56459 0.92578

***

Entry 3:
The following is a quantum chemistry calculation of a 3-piece molecular cluster, C39H38NO7S overall, from the Open Molecules 2025 dataset.

The HOMO energy comes out at -3.04 eV. As for the charge: -1. As for the frontier orbital gap: 2.8859 eV.

Positions of all 86 atoms, in Å:
C1 -2.31609 2.44409 -3.22975
C2 -3.37088 1.91638 -4.36700
C3 -4.62653 1.02063 -3.77561
C4 -4.17474 -0.47789 -3.23420
C5 -5.44160 -1.33546 -2.65045
C6 -6.91289 -0.90278 -3.22694
C7 -7.17674 -1.28619 -4.80448
C8 -8.73687 -1.17481 -5.29196
N1 -9.54671 -0.08568 -4.62722
C9 -8.95746 1.29519 -4.82433
C10 -9.18619 2.35964 -3.55445
O1 -8.24269 1.69526 -5.89929
S1 -3.48271 -1.37351 -4.77434
C11 -1.59822 -1.06902 -4.68943
O2 -3.97775 -0.76351 -6.10700
O3 -3.65470 -2.91032 -4.71144
H1 -2.20000 3.62154 -3.33627
H2 -2.61501 2.21361 -2.12232
H3 -1.25005 2.00478 -3.53524
H4 -3.86713 2.89268 -4.84016
H5 -2.77930 1.40067 -5.23547
H6 -5.09974 1.56841 -2.82760
H7 -5.42819 0.98091 -4.64741
H8 -5.34664 -2.50352 -2.76669
H9 -5.46858 -1.13774 -1.47387
H10 -7.70947 -1.53736 -2.60354
H11 -7.17447 0.23205 -2.96338
H12 -6.53229 -0.65860 -5.56868
H13 -6.85605 -2.42299 -4.97849
H14 -8.70501 -0.89964 -6.45334
H15 -9.27758 -2.23778 -5.25263
H16 -9.67147 -0.31077 -3.61600
H17 -9.64339 1.79007 -2.61056
H18 -9.91822 3.22948 -3.84288
H19 -8.14971 2.79660 -3.16946
H20 -1.30894 -0.25901 -5.51118
H21 -0.97436 -2.06090 -4.79146
H22 -1.34729 -0.54550 -3.64861
C12 3.89218 2.86469 -3.31646
C13 2.63999 2.45391 -3.77285
C14 1.93982 1.45834 -3.08958
C15 2.49904 0.86256 -1.95258
C16 3.76160 1.25601 -1.51068
C17 4.45508 2.26780 -2.18749
C18 4.38248 0.59986 -0.34189
O4 5.49001 0.94735 0.04907
C19 3.65360 -0.48629 0.34301
C20 4.25485 -1.15624 1.41655
C21 3.56711 -2.17570 2.07841
C22 2.27703 -2.52181 1.67743
C23 1.67783 -1.85990 0.60473
C24 2.37178 -0.84666 -0.06988
C25 1.74344 -0.17709 -1.22584
O5 0.61147 -0.48385 -1.58182
H23 4.43389 3.64702 -3.84355
H24 2.20687 2.91026 -4.66017
H25 0.96046 1.14639 -3.44866
H26 5.43531 2.58971 -1.84029
H27 5.26054 -0.88997 1.73795
H28 4.03788 -2.69815 2.90840
H29 1.73826 -3.31095 2.19743
H30 0.67228 -2.13889 0.29422
C26 5.06022 2.90342 5.84570
C27 4.75582 2.08601 4.75749
C28 4.85953 0.69906 4.87537
C29 5.28089 0.12765 6.08219
C30 5.60879 0.94608 7.16237
C31 5.48708 2.33702 7.04764
C32 6.10175 0.35682 8.42405
O6 6.38662 1.07485 9.37457
C33 6.25465 -1.10858 8.52055
C34 6.77565 -1.67643 9.69057
C35 6.91109 -3.06245 9.79518
C36 6.51905 -3.88375 8.73847
C37 6.00496 -3.32044 7.56961
C38 5.88178 -1.92921 7.45710
C39 5.37046 -1.34111 6.20329
O7 5.03001 -2.06197 5.27235
H31 4.97058 3.98387 5.75677
H32 4.43531 2.52815 3.81676
H33 4.61523 0.06694 4.02324
H34 5.72825 2.98162 7.89107
H35 7.08114 -1.04247 10.52145
H36 7.32075 -3.50095 10.70257
H37 6.61768 -4.96386 8.82245
H38 5.70555 -3.96767 6.74691

***

Entry 4:
The following is a quantum chemistry calculation of an isolated ion of composition CH8NO3Si and charge +1, from the Open Molecules 2025 dataset.

The HOMO energy comes out at -15.52 eV. As for the charge: +1. As for the frontier orbital gap: 12.0195 eV.

Positions of all 14 atoms, in Å:
C1 1.04874 -0.02140 -0.51826
N1 1.64293 0.94338 0.45089
O1 -1.32385 1.05927 0.19551
O2 -2.01271 -1.33144 -0.99015
O3 -0.73925 -1.48182 1.15628
Si1 -0.96350 -0.52296 -0.11889
H1 1.59030 -0.93609 -0.58157
H2 1.15797 0.37083 -1.53395
H3 1.65260 0.48497 1.34228
H4 2.58118 1.34514 0.16945
H5 1.04247 1.82266 0.44194
H6 -2.14022 1.44780 0.43840
H7 -2.21087 -1.02501 -1.96098
H8 -1.32581 -2.15535 1.50905

***

Entry 5:
The following is a quantum chemistry calculation of one molecule with the formula C9H14, from the Open Molecules 2025 dataset.

The HOMO energy comes out at -8.53 eV. As for the frontier orbital gap: 9.3821 eV.

Positions of all 23 atoms, in Å:
C1 -2.44575 0.13658 1.27509
C2 -2.59613 -0.15083 -0.18209
C3 -1.77953 -0.65412 -1.15554
C4 -0.46519 -1.34685 -1.12824
C5 0.56352 -0.79397 -0.54189
C6 1.85497 -1.41371 -0.03800
C7 0.36193 0.63492 0.27795
C8 1.45959 1.48024 -0.47073
C9 2.71893 1.79244 -0.07082
H1 -2.21629 1.26182 1.13026
H2 -1.52773 -0.32914 1.95433
H3 -3.46584 0.07085 1.75834
H4 -3.49782 0.31147 -0.39689
H5 -2.50728 -0.81649 -2.09829
H6 -0.62405 -2.39890 -1.55039
H7 1.91795 -2.35840 -0.55679
H8 2.96932 -0.72000 -0.02907
H9 1.39123 -1.63832 1.17664
H10 -0.74629 1.19079 0.27142
H11 0.51952 0.41290 1.45783
H12 1.35935 1.60544 -1.64583
H13 3.20793 1.56757 1.02318
H14 3.54768 2.15571 -0.46047

***

Entry 6:
The following is a quantum chemistry calculation of a 2-piece molecular cluster, C2H8N3 overall, from the Open Molecules 2025 dataset.

As for the spin multiplicity: 3. The HOMO energy (spin up / spin down) comes out at -11.40 / -14.74 eV. As for the charge: +1. As for the frontier orbital gap (spin up / spin down): 8.1885 / 7.1939 eV.

Positions of all 13 atoms, in Å:
C1 -0.47976 1.54517 -0.25844
C2 0.40974 0.93425 0.76124
N1 -0.70822 0.40600 0.62175
N2 -1.42292 -0.65001 0.56957
N3 1.20808 -1.09651 -0.74864
H1 -0.91745 2.63393 -0.10919
H2 -0.37040 1.25200 -1.28079
H3 1.37878 0.82545 1.15486
H4 -2.39262 -0.55331 0.21542
H5 -1.38716 -1.35110 1.34053
H6 1.25899 -1.72113 -1.53770
H7 1.47842 -1.72345 0.03095
H8 1.94452 -0.50128 -0.75955